The following is a quantum chemistry calculation of the molecule C6H10OS, from the OMol25 dataset.

energy relative to the best compared isomer or geometry (same formula, charge and spin) = 30.2 kcal/mol
SMILES string = C[C@@H]1CSC[C@H]2O[C@@H]12
gap between HOMO and LUMO = 9.336 eV
E = -19265.720 eV
LUMO energy = 0.8553 eV
spin multiplicity = 1

```
18
Properties=species:S:1:pos:R:3:forces:R:3
C 1.0386 1.5203 -0.8203 -0.359 -0.058 0.004
C 0.0938 1.0550 0.3101 0.671 0.974 0.662
C 0.8122 0.1173 1.3446 -1.894 -0.166 -0.164
C -0.1521 -2.0069 -0.2494 0.260 0.279 0.222
C -1.2073 -0.9693 -0.4561 -1.579 -0.851 -0.809
C -1.2001 0.4658 -0.2223 1.389 -1.040 0.803
H 1.3247 0.6373 -1.3975 -0.133 0.169 -0.276
H 0.5486 2.2880 -1.4709 0.487 -0.671 0.458
H 1.9889 1.9084 -0.4235 -0.454 0.135 0.001
H -0.2116 1.9348 0.9005 0.190 -0.057 -0.098
H 0.1082 -0.0620 2.1837 0.376 0.074 -0.508
H 1.7040 0.5277 1.7891 0.348 0.465 -0.207
H 0.0893 -2.4711 -1.2200 0.257 0.304 0.433
H -0.6138 -2.7581 0.3718 -0.256 -0.459 0.048
H -1.9488 -1.3468 -1.2025 0.435 0.396 0.570
H -1.8768 1.0594 -0.8164 -0.015 0.378 0.036
O -1.8304 -0.4324 0.7194 -0.122 0.268 -0.683
S 1.3327 -1.4675 0.6598 0.401 -0.137 -0.492
```
Forces are in eV/Å.